No. 1
{"formula": "C7H10NO", "method": "ωB97M-V/def2-TZVPD", "species": ["C", "C", "C", "C", "C", "C", "C", "N", "O", "H", "H", "H", "H", "H", "H", "H", "H", "H", "H"], "positions_angstrom": [[4.0655, 0.3541, 0.8581], [-2.5151, 0.6998, -0.4911], [-1.4083, -0.0454, -0.1617], [2.8247, 0.4715, 0.5928], [-3.8132, 0.4903, 0.1509], [-0.2492, -0.4211, -0.8906], [1.9612, -1.1207, -0.6762], [-3.8121, -0.2498, 1.1075], [0.7340, -0.9357, -0.2271], [4.6703, 1.1957, 1.1903], [4.5138, -0.5208, 0.5964], [-2.7036, 1.2594, -1.4098], [-1.4726, -0.3202, 0.9255], [2.1322, 1.2322, 0.7642], [-4.7227, 1.0002, -0.3074], [-0.2148, -0.0232, -1.8739], [2.3387, -0.6748, -1.6329], [2.3399, -1.8937, -0.0793], [-4.6686, -0.4979, 1.5645]], "atomic_forces_ev_per_a": [[0.683, 1.809, 0.329], [0.585, -0.777, -2.493], [-0.706, 0.168, 2.119], [-1.686, -2.541, -2.246], [-1.108, 2.973, -2.053], [-0.791, 1.843, 2.064], [3.886, 4.051, 1.416], [0.311, -2.774, 3.530], [-4.403, 0.490, -0.936], [-0.135, -0.202, 0.466], [1.749, -2.232, -0.586], [1.003, -0.107, -0.194], [0.218, -0.511, -1.175], [-1.292, 0.970, -0.016], [1.136, -0.546, 0.447], [0.918, -0.373, -1.264], [-0.821, -1.082, 0.771], [1.196, -1.276, -0.201], [-0.745, 0.117, 0.022]], "de_lowest_kcal_mol": 154.96, "homo_energy_ev": [-12.74, -12.74], "total_charge": 1, "energy_ev": -10944.7562, "homo_lumo_gap_ev": [6.5, 6.5]}


No. 2
{"formula": "C4H9NO", "method": "ωB97M-V/def2-TZVPD", "species": ["C", "C", "N", "C", "O", "C", "H", "H", "H", "H", "H", "H", "H", "H", "H"], "positions_angstrom": [[2.0928, 0.7179, 0.6980], [1.4507, -0.1081, -0.4111], [-0.0003, -0.0040, -0.3692], [-0.6030, -0.8729, 0.3195], [-1.9323, -0.9192, 0.4735], [-2.6644, 0.0603, -0.2549], [1.8248, 0.3129, 1.6803], [3.1844, 0.7138, 0.6109], [1.7404, 1.7529, 0.6528], [1.7850, -1.1556, -0.3338], [1.7859, 0.2627, -1.3858], [-0.1318, -1.6949, 0.8722], [-3.7152, -0.1343, -0.0371], [-2.4665, -0.0369, -1.3269], [-2.3846, 1.0699, 0.0591]], "atomic_forces_ev_per_a": [[0.010, 0.057, 0.055], [0.215, -0.045, -0.038], [-0.239, -0.298, 0.229], [0.229, 0.117, -0.146], [0.059, -0.048, 0.029], [-0.174, 0.168, -0.118], [0.037, 0.068, -0.128], [-0.150, 0.003, -0.001], [0.060, -0.118, 0.003], [-0.056, 0.137, 0.005], [-0.061, -0.073, 0.136], [-0.011, 0.098, -0.105], [0.150, 0.046, -0.042], [-0.037, 0.025, 0.149], [-0.031, -0.136, -0.028]], "de_lowest_kcal_mol": 33.18, "smiles": "CC/N=C/OC", "homo_energy_ev": -9.70, "energy_ev": -7830.8810, "homo_lumo_gap_ev": 10.8}


No. 3
{"formula": "C3H11N2", "method": "ωB97M-V/def2-TZVPD", "species": ["N", "C", "C", "C", "N", "H", "H", "H", "H", "H", "H", "H", "H", "H", "H", "H"], "positions_angstrom": [[-1.4720, -0.4041, 0.8835], [-0.4123, 0.3205, 0.0283], [-0.5154, -0.1564, -1.4070], [0.9422, 0.0308, 0.5909], [2.1167, 0.3481, -0.2648], [-1.3393, -0.1029, 1.8686], [-1.3054, -1.3752, 0.8372], [-2.3897, -0.3802, 0.5978], [-0.7376, 1.4028, 0.1286], [-0.3076, -1.2275, -1.3962], [0.0672, 0.4615, -2.0754], [-1.5624, -0.3198, -1.5793], [1.0569, 0.6175, 1.4877], [0.9628, -1.0415, 0.7636], [2.9544, 0.6532, 0.3772], [1.9415, 1.1734, -0.8407]], "atomic_forces_ev_per_a": [[3.619, 0.532, 0.892], [-0.596, 1.476, -0.993], [-1.020, -1.288, 1.682], [0.851, 0.357, -0.040], [1.262, 0.689, 1.024], [-0.395, 0.094, -0.467], [0.665, -2.158, 0.344], [-2.938, 1.078, -0.852], [0.638, -0.399, -0.070], [1.347, -0.090, -0.372], [-0.284, -0.255, -0.321], [-0.894, 1.209, -1.099], [-0.192, -0.080, 1.052], [0.208, -0.303, 0.400], [-2.181, -0.790, -1.445], [-0.088, -0.072, 0.265]], "de_lowest_kcal_mol": 77.88, "homo_energy_ev": [-2.21, -9.59], "energy_ev": -6264.3036, "spin_multiplicity": 2, "homo_lumo_gap_ev": [2.2, 10.0]}